DFT (the ωB97M-V functional and the def2-TZVPD basis) results for a 8-piece molecular cluster, C48H111N2O11S2Si overall at a distorted geometry.

Geometry as XYZ:
```
175
Properties=species:S:1:pos:R:3:forces:R:3
C 5.939235 -0.699263 1.950185 -0.1 0.3 -0.9
C 4.604510 -1.268829 2.354536 1.3 0.3 -1.4
O 4.305058 -1.311850 3.479013 -1.1 -0.4 3.2
O 3.749427 -1.786507 1.420296 -0.2 0.0 -0.9
C 3.322903 -0.840984 0.428731 0.5 0.7 0.1
C 1.822049 -0.625189 0.467984 0.1 -0.6 -0.5
C 1.009091 -1.716651 -0.248158 0.2 0.1 0.8
C -0.404770 -1.802960 0.379015 0.9 0.0 -1.1
C -1.350061 -2.559461 -0.568465 0.3 -0.4 1.1
N -2.683293 -1.912094 -0.830784 0.0 0.2 -0.5
C -2.698694 -1.014941 -2.048722 1.1 -0.2 0.1
C -2.058715 0.353478 -1.845421 -1.0 0.5 -0.4
C -3.018037 1.457573 -1.350370 0.8 0.4 0.0
S -4.565450 1.535001 -2.289553 -0.2 0.1 0.3
C -5.811499 1.979823 -1.097608 0.6 -0.1 -0.3
S -7.334737 2.122497 -1.598484 -0.3 -0.1 -0.1
N -5.335613 2.188531 0.206387 -0.5 -0.4 0.2
C -6.172567 1.550720 1.237042 0.4 0.3 0.7
C -5.611817 1.874489 2.631969 0.0 -0.4 0.0
O -5.330661 3.241846 2.825622 0.2 0.1 0.3
C -4.380325 3.639098 1.856516 -0.6 -0.5 -0.5
C -5.072671 3.601525 0.499722 0.9 0.0 0.0
C -3.317567 -1.281362 0.357221 -0.9 0.0 0.1
C -3.560117 -2.291981 1.457002 -0.4 -0.1 0.5
O -3.899392 -3.533195 0.880663 -0.1 -0.2 0.4
Si -5.031469 -4.516770 1.686265 -0.7 -1.4 -0.3
C -4.665216 -6.323802 1.273073 0.1 0.7 -0.3
C -6.741466 -4.173154 0.944628 1.0 0.2 0.4
C -5.027341 -4.388711 3.560829 0.2 0.6 -0.7
H 6.693748 -1.472216 1.799941 -0.2 -0.2 -0.2
H 5.832544 -0.105843 1.038723 0.3 -0.1 -0.1
H 6.335634 -0.060436 2.729929 -0.3 0.1 0.2
H 3.698385 -1.116026 -0.560521 -0.2 -0.2 0.0
H 3.784853 0.122058 0.663890 0.0 0.0 -0.1
H 1.618443 0.332863 -0.016695 -0.1 0.1 0.2
H 1.526367 -0.582764 1.518712 0.0 0.2 0.0
H 0.966588 -1.535473 -1.324137 0.0 0.1 0.0
H 1.534252 -2.663359 -0.103323 -0.1 -0.1 -0.1
H -0.689797 -0.773220 0.592237 -0.4 -0.1 0.1
H -0.269384 -2.341189 1.314270 -0.4 0.1 0.2
H -0.873927 -2.809385 -1.510612 -0.2 0.3 -0.2
H -1.573240 -3.521321 -0.109646 -0.2 0.0 -0.1
H -3.315187 -2.680312 -1.083215 0.1 -0.1 0.3
H -2.103249 -1.536758 -2.796059 -0.1 -0.2 0.1
H -3.719428 -0.984585 -2.424606 -0.1 0.3 0.2
H -1.175415 0.353248 -1.208295 0.0 -0.3 0.0
H -1.713621 0.674333 -2.828998 0.1 -0.1 -0.1
H -2.503615 2.405571 -1.514966 0.0 0.0 0.0
H -3.179591 1.419089 -0.276753 -0.5 -0.1 -0.1
H -7.224726 1.845221 1.209758 0.0 0.0 -0.3
H -6.060887 0.473113 1.101023 -0.4 -0.1 0.0
H -6.320968 1.563548 3.396428 -0.2 0.1 -0.1
H -4.704391 1.271937 2.807516 0.1 0.2 -0.1
H -3.946394 4.612461 2.065232 -0.2 0.1 0.3
H -3.599962 2.864127 1.847215 0.3 0.3 -0.1
H -6.004346 4.177164 0.488215 0.1 0.1 0.1
H -4.370855 3.995587 -0.240068 -0.2 0.0 -0.2
H -2.801221 -0.405808 0.732558 0.4 -0.1 -0.2
H -4.296215 -0.926919 0.023373 0.1 0.0 -0.2
H -4.409075 -1.916224 2.043522 0.1 0.2 0.0
H -2.733038 -2.384797 2.167529 0.2 -0.1 -0.3
H -5.627935 -6.836664 1.239630 0.0 -0.1 0.2
H -4.000567 -6.800844 1.991557 0.0 -0.1 0.0
H -4.244663 -6.429106 0.269778 0.1 0.0 0.0
H -6.790872 -4.664755 -0.026333 -0.1 0.1 -0.1
H -7.500841 -4.608399 1.593142 -0.1 0.2 0.0
H -6.869750 -3.093808 0.843217 -0.4 -0.1 -0.1
H -5.818126 -5.039263 3.931242 0.0 -0.1 0.0
H -4.072421 -4.719579 3.966312 0.0 0.0 0.1
H -5.238844 -3.372559 3.895580 0.0 0.0 0.2
C 3.609065 4.145821 0.354455 0.0 0.1 -0.2
C 4.879324 3.532951 0.918933 -0.1 0.1 0.1
O 5.638800 2.810641 -0.032680 0.0 -0.3 0.0
C 6.120492 3.550795 -1.143609 0.1 0.1 -0.1
C 7.054577 4.685492 -0.763768 -0.1 0.1 0.1
H 3.004250 3.385227 -0.145557 0.0 0.0 0.1
H 3.017528 4.597469 1.152243 0.0 0.0 0.0
H 3.825407 4.923810 -0.379096 0.0 0.0 0.1
H 4.611477 2.815659 1.697470 0.1 -0.1 -0.1
H 5.497906 4.297546 1.400864 0.0 0.0 0.0
H 5.284041 3.918313 -1.748491 0.0 0.1 0.0
H 6.662349 2.836325 -1.764522 -0.1 -0.1 0.1
H 6.535824 5.464309 -0.200825 0.0 0.0 -0.1
H 7.472649 5.148097 -1.659136 0.0 0.0 0.0
H 7.872880 4.318639 -0.142415 0.0 0.0 -0.1
C -0.594890 -6.641186 -4.136886 -0.2 0.2 -0.2
C -0.827666 -6.052590 -2.759108 0.2 -0.3 0.0
O -1.332223 -4.722790 -2.783382 0.0 0.3 0.1
C -2.583776 -4.547987 -3.423788 -0.1 -0.1 -0.1
C -3.719614 -5.326768 -2.780507 0.1 -0.1 0.0
H 0.041338 -5.985422 -4.734126 0.1 0.0 0.1
H -0.115329 -7.616504 -4.056803 0.0 0.0 0.0
H -1.531183 -6.775913 -4.681368 0.0 -0.1 0.0
H 0.121553 -6.004621 -2.224356 0.0 0.2 0.0
H -1.484928 -6.698393 -2.167137 -0.1 0.0 0.0
H -2.505562 -4.780937 -4.489969 0.0 0.0 0.0
H -2.801504 -3.476036 -3.356561 0.1 -0.1 -0.1
H -3.589588 -6.404506 -2.886637 0.0 0.0 0.0
H -4.670654 -5.062708 -3.245737 0.0 0.0 0.0
H -3.772814 -5.103088 -1.713433 0.0 0.0 0.1
C 11.749430 -2.494222 1.814117 0.0 0.2 -0.1
C 10.346171 -2.861262 1.364011 0.2 -0.1 0.0
O 9.422668 -1.788781 1.438964 -0.3 0.1 0.1
C 9.717952 -0.652661 0.642938 0.0 0.0 -0.1
C 9.767481 -0.948840 -0.846075 0.1 -0.1 0.0
H 11.728445 -2.053174 2.811949 0.0 -0.1 0.0
H 12.385037 -3.379995 1.835115 0.0 0.0 0.0
H 12.213736 -1.767501 1.145077 0.0 -0.1 0.0
H 9.955467 -3.639727 2.020198 -0.1 0.1 0.0
H 10.359884 -3.283932 0.353144 0.0 0.0 0.0
H 10.646914 -0.181101 0.980411 0.0 0.0 -0.1
H 8.917536 0.064422 0.833969 0.0 -0.1 0.1
H 10.599988 -1.606640 -1.100801 0.0 0.1 0.0
H 9.892380 -0.024301 -1.411181 0.0 0.0 0.0
H 8.847876 -1.439063 -1.170389 0.0 0.1 0.0
C -11.326964 0.413348 2.905661 0.0 0.2 0.0
C -10.422100 -0.001312 4.053212 -0.2 -0.1 0.0
O -9.304244 0.849864 4.236516 0.3 -0.1 -0.1
C -9.592946 2.205236 4.543641 0.0 0.1 0.1
C -10.367009 2.385883 5.837323 -0.1 -0.1 0.0
H -10.752088 0.522736 1.983958 0.0 -0.1 0.0
H -12.105574 -0.333437 2.746991 0.0 0.0 0.0
H -11.817264 1.368558 3.100019 -0.1 0.0 0.0
H -10.014412 -0.991401 3.843570 0.1 0.1 0.0
H -10.991337 -0.090226 4.984663 0.0 0.0 0.0
H -10.111457 2.683656 3.705591 -0.1 0.0 0.0
H -8.626419 2.703692 4.635815 0.1 -0.1 -0.1
H -11.372363 1.967050 5.769681 0.0 0.1 0.0
H -10.466291 3.445816 6.073008 0.0 0.0 0.0
H -9.856306 1.887613 6.662539 0.0 0.0 0.0
C 0.470019 8.216947 3.901630 0.1 0.1 0.1
C 1.373790 7.268663 3.131879 -0.1 0.0 0.1
O 2.530895 7.884527 2.600944 0.0 0.0 -0.2
C 3.419534 8.462572 3.542831 0.1 0.0 0.1
C 3.996773 7.464932 4.532325 -0.2 -0.1 0.0
H 0.215451 9.083873 3.289960 0.0 0.0 0.0
H -0.451101 7.711065 4.194630 0.0 0.0 0.0
H 0.948968 8.586758 4.809500 0.0 -0.1 0.0
H 0.823790 6.871932 2.276472 0.1 0.0 -0.1
H 1.650899 6.406503 3.750481 0.0 0.0 0.1
H 2.934246 9.294424 4.064371 0.0 0.0 0.1
H 4.231592 8.894960 2.957420 -0.1 0.0 -0.1
H 3.228956 7.057951 5.192723 0.0 0.0 0.0
H 4.748807 7.945976 5.158323 0.0 0.0 0.0
H 4.459302 6.627411 4.007078 0.0 0.0 0.0
C 7.487162 8.900180 -2.348713 0.0 0.1 -0.2
C 8.757428 8.292922 -1.777015 -0.1 0.1 0.1
O 9.515984 7.563455 -2.723181 0.0 -0.2 0.0
C 9.996034 8.296308 -3.837591 0.1 0.1 -0.1
C 10.930862 9.434261 -3.465769 -0.1 0.1 0.1
H 6.885381 8.134756 -2.842614 0.0 0.0 0.1
H 6.893433 9.356522 -1.555535 0.0 0.0 0.0
H 7.703514 9.672663 -3.088503 0.0 0.0 0.1
H 8.486325 7.583042 -0.993896 0.1 -0.1 -0.1
H 9.375412 9.061552 -1.299730 0.0 0.0 0.0
H 9.159212 8.660224 -4.444082 0.0 0.1 0.0
H 10.536886 7.577606 -4.454293 -0.1 -0.1 0.1
H 10.414501 10.217481 -2.908013 0.0 0.0 -0.1
H 11.347576 9.889554 -4.364801 0.0 0.0 0.0
H 11.749555 9.070015 -2.843573 0.0 0.0 -0.1
C -2.636089 -11.103445 -6.555251 -0.2 0.1 -0.1
C -2.863312 -10.502912 -5.178995 0.1 -0.2 -0.1
O -3.359883 -9.175204 -5.208650 0.1 0.3 0.1
C -4.616217 -8.991117 -5.838530 -0.1 0.0 0.0
C -5.750426 -9.755910 -5.178240 0.1 -0.2 0.0
H -2.000471 -10.452085 -7.157423 0.0 0.0 0.0
H -2.157157 -12.079145 -6.469151 0.0 0.0 0.0
H -3.572620 -11.239631 -7.098735 0.0 -0.1 0.0
H -1.909853 -10.454825 -4.651216 0.0 0.1 0.0
H -3.519342 -11.142833 -4.578783 0.0 0.0 0.0
H -4.548141 -9.235281 -6.903951 0.0 -0.1 0.0
H -4.825317 -7.921513 -5.777596 0.1 0.0 0.0
H -5.623279 -10.834855 -5.277899 0.0 0.0 0.0
H -6.702778 -9.492013 -5.639441 0.0 0.0 0.0
H -5.799278 -9.525801 -4.112538 0.0 0.0 0.0
```
Forces are in eV/Å.

Net charge   +1
Total energy   -106619.002 eV
Orbital gap   8.46 eV